A 2-piece molecular cluster, C3H4Cl2N3 overall at a distorted geometry. Source: the OMol25 dataset; level of theory: wB97M-V/def2-TZVPD.

Element x y z (Å)
C -0.364 -2.621 1.608
C 0.272 0.368 -1.086
C -2.210 0.437 -0.521
N -0.751 -1.908 0.812
N 0.623 1.568 -0.894
N -1.027 -0.098 -0.759
Cl -2.361 2.078 -0.553
Cl -3.533 -0.476 -0.127
H 0.059 -3.248 2.397
H 0.822 -0.555 -1.140
H 1.616 1.731 -1.029
H -0.854 -1.098 -0.475

HOMO energy, eV: -14.959
ΔE to the lowest compared entry with this formula, charge and spin, kJ/mol: 122.6
DFT total energy, eV: -32681.71899
LUMO, eV: -5.23
Total charge: +1
Multiplicity: 1